Formula: C4H6N3
Source: the OMol25 dataset
Level of theory: the ωB97M-V functional and the def2-TZVPD basis

For the gap between HOMO and LUMO, the calculation gives 0.4008 Ha. The value obtained for the relative energy (zero: lowest compared OMol25 entry of this formula, charge and spin) is 100.4 kcal per mole.

The geometry in ORCA input format:
```
! wB97M-V def2-TZVPD RIJCOSX def2/J DEFGRID3
* xyz 1 1
C 2.232 -0.838 0.330
C 0.964 0.674 0.462
C -0.092 -0.335 0.824
C -0.786 -1.288 -0.300
N 2.624 -0.808 -0.732
N 1.451 -0.289 1.292
N 1.408 1.747 -0.101
H -0.741 -0.285 1.685
H -0.474 -1.001 -1.302
H -1.872 -1.157 -0.332
H -0.525 -2.335 -0.147
H 0.870 2.328 -0.608
H 2.418 1.787 -0.204
*
```

Atomic partial charges in e from the natural (NBO) method, atoms 1 to 6:
1 C 0.3589
2 C 0.5880
3 C -0.0264
4 C -0.6361
5 N -0.2586
6 N -0.3595

***

Formula: C4H6N3
Source: the OMol25 dataset
Level of theory: the ωB97M-V functional and the def2-TZVPD basis

For the gap between HOMO and LUMO (alpha / beta), the calculation gives 0.2209 / 0.3103 Ha. The value obtained for the relative energy (zero: lowest compared OMol25 entry of this formula, charge and spin) is 199.7 kcal per mole.

The geometry in ORCA input format:
```
! wB97M-V def2-TZVPD RIJCOSX def2/J DEFGRID3
* xyz 1 1
C 1.109 3.549 -2.316
C 1.075 2.643 -1.531
C 1.023 1.617 -0.682
C -0.600 -2.625 0.682
N 0.655 1.094 0.356
N -1.250 -1.489 1.031
N 0.504 0.140 1.098
H 1.021 4.474 -2.907
H -1.536 -3.204 0.681
H -0.185 -2.738 -0.360
H 0.060 -2.793 1.536
H -1.969 -1.034 0.438
H 0.092 0.366 1.975
*
```

Atomic partial charges in e from the natural (NBO) method, atoms 1 to 6:
1 C 0.1044
2 C -0.2270
3 C 0.4135
4 C -0.4756
5 N -0.0127
6 N -0.3414

***

Formula: C4H6N3O2
Source: the OMol25 dataset
Level of theory: the ωB97M-V functional and the def2-TZVPD basis

The expectation value of S² is 2.031. For the gap between HOMO and LUMO (alpha / beta), the calculation gives 0.3095 / 0.2896 Ha. The value obtained for the relative energy (zero: lowest compared OMol25 entry of this formula, charge and spin) is 129.7 kcal per mole.

The geometry in ORCA input format:
```
! wB97M-V def2-TZVPD RIJCOSX def2/J DEFGRID3
* xyz 1 3
C 0.052 -0.986 -0.293
C -0.262 0.956 -1.632
C 0.543 0.064 1.832
C 0.487 1.102 0.660
N 0.497 -1.214 1.395
N 0.052 0.396 -0.518
N -0.678 -1.995 -1.098
O -0.550 -3.126 -0.856
O -1.493 -1.484 -1.782
H -0.426 1.991 -1.640
H -0.414 0.352 -2.538
H 1.442 0.329 2.514
H -0.255 0.297 2.647
H -0.450 1.680 0.916
H 1.455 1.637 0.394
*
```

Atomic partial charges in e from the natural (NBO) method, atoms 1 to 6:
1 C 0.4421
2 C 0.1117
3 C -0.3747
4 C -0.2571
5 N -0.1156
6 N -0.3263

***

Formula: C4H6N3P
Source: the OMol25 dataset
Level of theory: the ωB97M-V functional and the def2-TZVPD basis

For the gap between HOMO and LUMO, the calculation gives 0.3349 Ha. The value obtained for the relative energy (zero: lowest compared OMol25 entry of this formula, charge and spin) is 0.5 kcal per mole. The SMILES is N#C[C@H]1C=PC=N1.N.

The geometry in ORCA input format:
```
! wB97M-V def2-TZVPD RIJCOSX def2/J DEFGRID3
* xyz 0 1
C -0.952 2.381 -0.224
C -1.531 -0.648 0.959
C -1.717 1.170 -0.327
C -1.028 0.212 -1.291
N -0.351 3.347 -0.224
N -1.857 0.558 0.981
N 1.891 -1.099 0.118
P -0.819 -1.290 -0.601
H -1.898 -1.101 1.868
H -2.761 1.332 -0.557
H -0.929 0.331 -2.271
H 2.671 -0.385 0.374
H 2.348 -1.723 -0.616
H 1.841 -1.835 0.860
*
```

Atomic partial charges in e from the natural (NBO) method, atoms 1 to 6:
1 C 0.2906
2 C -0.2249
3 C -0.2449
4 C -0.6024
5 N -0.3068
6 N -0.3445

***

Formula: C4H6N4
Source: the OMol25 dataset
Level of theory: the ωB97M-V functional and the def2-TZVPD basis

For the gap between HOMO and LUMO, the calculation gives 0.2848 Ha. The value obtained for the relative energy (zero: lowest compared OMol25 entry of this formula, charge and spin) is 118.6 kcal per mole. The SMILES is [H]/N=c1/nnc(C)c[nH]1.

The geometry in ORCA input format:
```
! wB97M-V def2-TZVPD RIJCOSX def2/J DEFGRID3
* xyz 0 1
C 2.316 -0.258 0.091
C 0.949 -0.328 0.221
C 0.172 0.868 -0.201
C -1.894 -0.449 -0.110
H 2.855 0.578 -0.108
H 2.550 -1.295 -0.680
H 2.864 -0.568 1.056
H 0.385 2.058 -0.161
H -1.562 1.590 -0.311
H -3.449 0.518 0.381
N -1.128 0.730 -0.118
N -3.108 -0.399 0.256
N -1.131 -1.534 -0.197
N 0.182 -1.510 -0.119
*
```

Atomic partial charges in e from the natural (NBO) method, atoms 1 to 6:
1 C -0.6418
2 C -0.0069
3 C 0.0998
4 C 0.4831
5 H 0.2325
6 H 0.2234

***

Formula: C4H6N4
Source: the OMol25 dataset
Level of theory: the ωB97M-V functional and the def2-TZVPD basis

For the gap between HOMO and LUMO, the calculation gives 0.3728 Ha. The value obtained for the relative energy (zero: lowest compared OMol25 entry of this formula, charge and spin) is 74.0 kcal per mole. The SMILES is c1nnn2c1CCN2.

The geometry in ORCA input format:
```
! wB97M-V def2-TZVPD RIJCOSX def2/J DEFGRID3
* xyz 0 1
C -1.163 -0.885 -0.783
C 0.389 -0.724 -0.871
C 0.843 0.306 0.078
C 1.797 1.016 0.837
H -1.388 -1.887 -0.496
H -1.564 -0.755 -1.835
H 0.551 -0.467 -1.931
H 0.847 -1.733 -0.721
H 2.869 1.045 0.675
H -2.038 -0.264 1.006
N 1.027 1.806 1.717
N -0.217 1.646 1.509
N -0.346 0.761 0.598
N -1.608 0.135 0.216
*
```

Atomic partial charges in e from the natural (NBO) method, atoms 1 to 6:
1 C -0.2190
2 C -0.4440
3 C 0.0646
4 C -0.1302
5 H 0.1990
6 H 0.1993